Entry 1:
138
Properties=species:S:1:pos:R:3:forces:R:3:mulliken_charge:R:1 method="wB97M-V/def2-TZVPD" e_lumo_ev=1.3 fmax_ha_per_bohr=0.0621 total_charge=-1 homo_ev=-5.878 homo_lumo_gap_ev=7.206
C -0.134 -2.765 -1.760 0.3 0.6 1.2 -0.90
C -0.496 -2.056 -0.393 -0.5 -0.9 -1.5 0.54
O 0.537 -1.110 -0.056 -0.2 1.5 1.9 -0.12
P 0.049 -0.046 1.146 -3.0 -0.6 0.9 0.46
O -1.311 -0.443 1.685 1.6 0.2 -0.5 -0.58
C -0.126 1.630 0.400 1.3 0.1 0.1 -0.47
C 1.196 2.298 -0.071 0.3 0.2 -0.3 -0.33
Al 1.752 1.712 -1.934 0.1 0.6 -0.1 0.00
Cl 3.934 0.996 -1.927 -0.2 -0.1 0.1 -0.43
O 1.070 -0.070 2.466 -0.3 -0.2 -2.8 -0.23
C 2.462 0.012 2.084 1.6 0.7 0.8 -0.05
C 3.366 -0.961 2.900 -0.6 0.6 -0.1 -0.54
H 0.684 -2.177 -2.213 -0.4 -0.4 0.0 0.22
H 0.205 -3.789 -1.543 0.0 0.3 -0.4 0.27
H -1.020 -2.777 -2.420 0.5 -0.1 0.3 0.22
H -1.476 -1.575 -0.566 0.6 0.1 0.6 0.27
H -0.583 -2.790 0.423 -0.1 0.3 -0.4 -0.42
H -0.595 2.286 1.156 -0.1 -0.9 -0.3 0.09
H -0.810 1.544 -0.470 0.2 -0.3 0.6 0.38
H 1.000 3.394 -0.112 0.2 -0.6 -0.1 0.38
H 2.059 2.181 0.614 -0.6 0.0 0.0 -0.03
H 0.759 0.614 -2.523 -0.1 -0.3 0.0 -0.02
H 1.738 2.993 -2.910 0.1 0.1 -0.1 -0.35
H 2.806 1.035 2.358 -0.3 -0.5 -0.3 0.19
H 2.636 -0.076 0.995 -0.3 -0.3 0.5 0.27
H 2.896 -1.951 2.998 0.4 0.3 -0.3 -0.22
H 3.515 -0.556 3.921 -0.1 -0.2 -0.5 0.24
H 4.349 -0.994 2.395 -0.5 -0.2 0.3 0.26
C 4.031 -0.801 -5.540 -0.1 0.1 0.1 0.20
Cl 2.286 -0.620 -5.478 0.0 0.0 0.1 -0.01
Cl 4.479 -2.492 -5.811 0.1 0.0 0.0 -0.15
Cl 4.708 0.232 -6.806 0.1 0.0 0.0 -0.16
H 4.439 -0.487 -4.584 0.0 0.0 0.0 0.08
C -1.751 -1.571 -6.397 0.1 -0.1 0.0 0.04
Cl -3.275 -2.429 -6.073 0.6 0.0 -0.1 -0.10
Cl -1.030 -0.863 -4.951 -0.3 -0.1 0.0 0.06
Cl -0.604 -2.665 -7.180 0.0 0.1 0.0 -0.14
H -1.967 -0.756 -7.078 0.0 -0.1 0.0 0.13
C -7.058 -0.942 -5.423 0.2 -0.1 -0.1 0.43
Cl -7.405 0.134 -6.782 -0.3 -0.4 -0.1 -0.14
Cl -7.182 -2.634 -5.917 0.2 0.1 -0.1 -0.10
Cl -5.453 -0.603 -4.770 -0.4 0.2 0.0 -0.02
H -7.792 -0.757 -4.648 0.0 0.0 0.0 -0.17
C -5.878 4.090 -7.073 0.2 -0.1 0.2 -0.02
Cl -5.700 2.684 -6.022 0.2 0.4 0.0 0.00
Cl -6.864 5.335 -6.291 0.0 0.0 0.0 -0.13
Cl -4.296 4.737 -7.517 -0.1 0.0 0.0 -0.10
H -6.384 3.775 -7.978 0.0 0.1 0.0 0.28
C -1.421 3.521 -10.336 0.0 -0.2 0.0 -0.02
Cl -2.911 3.607 -11.283 0.0 0.0 0.0 -0.13
Cl -1.591 2.367 -9.011 0.0 0.1 0.0 -0.03
Cl -0.052 3.092 -11.367 -0.1 0.1 0.0 -0.13
H -1.232 4.500 -9.911 0.0 -0.1 0.0 0.31
C 1.104 -4.922 3.294 0.0 0.3 -0.2 -0.13
Cl 0.747 -5.143 5.014 -0.1 -0.1 0.0 -0.07
Cl 0.419 -3.406 2.710 0.0 -0.2 0.2 -0.02
Cl 2.849 -4.969 3.010 -0.2 0.1 -0.1 -0.15
H 0.648 -5.738 2.745 0.0 0.0 0.1 0.32
C -0.458 4.840 3.674 -0.1 -0.3 -0.3 0.18
Cl -2.214 5.054 3.645 0.1 0.0 0.0 -0.14
Cl -0.031 3.152 3.352 0.1 0.4 0.4 0.06
Cl 0.328 5.926 2.521 -0.2 0.0 0.0 -0.14
H -0.102 5.096 4.657 0.0 0.0 0.1 0.05
C 6.839 2.068 0.774 -0.1 0.1 0.0 0.34
Cl 6.845 0.837 2.041 0.1 -0.1 -0.1 -0.13
Cl 5.964 3.496 1.323 0.0 0.0 -0.1 -0.07
Cl 8.498 2.506 0.323 0.0 -0.1 0.0 -0.15
H 6.333 1.662 -0.096 0.0 0.0 0.0 -0.02
C 3.148 6.503 5.180 0.2 -0.1 -0.2 -0.15
Cl 1.975 5.511 6.053 0.1 0.0 0.1 -0.11
Cl 4.603 6.712 6.162 0.0 0.1 0.0 -0.08
Cl 3.561 5.789 3.619 0.0 0.0 0.2 -0.03
H 2.711 7.479 5.007 0.0 -0.1 0.0 0.37
C -1.745 -6.876 -1.251 0.0 0.1 -0.1 -0.08
Cl -1.383 -5.610 -0.074 -0.1 -0.1 0.1 -0.01
Cl -3.365 -6.657 -1.921 0.0 0.0 0.0 -0.12
Cl -0.536 -6.891 -2.540 -0.1 0.0 0.1 -0.12
H -1.713 -7.832 -0.744 0.0 0.1 0.0 0.32
C 5.382 3.127 6.481 0.0 -0.2 -0.1 0.82
Cl 4.122 2.186 7.289 0.0 0.1 0.0 -0.11
Cl 6.765 3.371 7.557 0.0 0.1 0.0 -0.15
Cl 5.886 2.338 4.984 -0.1 0.1 0.1 -0.01
H 4.972 4.098 6.231 0.0 -0.1 0.0 -0.54
C -4.910 -0.326 2.400 0.1 0.0 -0.1 0.37
Cl -5.611 -1.937 2.593 0.0 0.0 0.0 -0.16
Cl -5.027 0.201 0.711 0.0 -0.1 0.2 -0.06
Cl -5.714 0.829 3.469 0.0 0.0 0.0 -0.15
H -3.860 -0.375 2.672 0.1 0.0 -0.2 0.00
C -10.735 -4.110 -4.522 0.2 0.1 -0.1 0.03
Cl -12.465 -4.140 -4.886 0.0 -0.1 0.0 -0.10
Cl -9.833 -5.037 -5.725 -0.1 0.0 0.1 -0.13
Cl -10.147 -2.447 -4.438 -0.3 -0.1 0.1 -0.09
H -10.584 -4.572 -3.554 0.0 0.0 0.0 0.28
C 2.653 -3.877 8.243 0.1 0.2 0.0 0.55
Cl 2.135 -2.966 9.663 0.3 0.0 0.0 -0.13
Cl 3.464 -2.819 7.087 -0.1 -0.1 0.0 -0.08
Cl 3.711 -5.216 8.718 -0.1 0.0 0.0 -0.14
H 1.772 -4.291 7.765 0.1 0.0 0.0 -0.21
C -1.822 -2.738 9.888 0.0 0.1 -0.1 0.00
Cl -3.544 -2.783 9.496 0.1 0.0 0.1 -0.13
Cl -0.923 -3.872 8.874 -0.3 -0.1 0.0 -0.06
Cl -1.184 -1.101 9.709 0.0 -0.1 0.0 -0.11
H -1.701 -3.039 10.922 0.0 0.0 -0.1 0.30
C 4.706 -8.140 6.146 -0.2 0.0 -0.1 0.01
Cl 5.844 -9.070 5.163 0.0 0.0 0.1 -0.14
Cl 3.700 -7.108 5.127 0.3 -0.2 0.2 0.00
Cl 3.706 -9.219 7.127 0.1 0.0 0.0 -0.13
H 5.276 -7.504 6.814 0.0 0.0 0.0 0.25
C 7.316 9.282 8.494 0.0 0.0 -0.1 0.02
Cl 5.568 9.532 8.571 0.1 0.0 0.0 -0.11
Cl 7.690 7.598 8.112 0.0 0.1 0.0 -0.09
Cl 8.048 10.368 7.307 0.0 0.0 0.1 -0.12
H 7.734 9.510 9.466 0.0 0.0 -0.1 0.31
C 10.265 1.737 -3.080 -0.1 -0.1 0.0 0.16
Cl 11.469 2.386 -4.205 0.0 0.1 0.1 -0.15
Cl 8.770 1.355 -3.924 0.0 0.0 0.0 -0.09
Cl 10.886 0.315 -2.240 0.0 0.1 0.1 -0.08
H 10.050 2.498 -2.339 0.0 0.0 -0.1 0.17
C 13.912 -1.967 -4.278 0.0 0.2 0.0 0.03
Cl 13.516 -2.301 -2.588 0.0 0.0 -0.1 -0.12
Cl 13.298 -0.385 -4.764 0.1 -0.2 0.0 -0.07
Cl 15.659 -2.067 -4.537 0.0 0.0 0.0 -0.13
H 13.435 -2.720 -4.893 0.0 0.0 0.0 0.29
C -15.780 -2.630 -4.151 -0.1 0.0 0.0 0.26
Cl -15.931 -4.254 -3.469 0.0 0.1 0.0 -0.12
Cl -16.596 -2.532 -5.715 0.1 0.0 0.0 -0.12
Cl -16.426 -1.423 -3.034 0.1 0.0 0.0 -0.13
H -14.727 -2.422 -4.303 -0.1 0.0 0.0 0.10
C -7.960 -1.086 -1.201 0.0 0.0 0.0 0.21
Cl -9.721 -0.986 -1.073 0.1 0.0 0.0 -0.12
Cl -7.465 -2.670 -1.808 0.0 0.1 0.0 -0.07
Cl -7.334 0.199 -2.241 -0.2 0.0 0.4 -0.09
H -7.539 -0.953 -0.210 0.0 0.0 -0.1 0.07
C -6.007 5.676 -2.256 0.2 0.0 0.1 0.23
Cl -5.814 4.271 -1.203 0.0 0.0 -0.1 -0.07
Cl -6.978 6.922 -1.462 0.0 0.0 -0.1 -0.14
Cl -4.430 6.321 -2.722 -0.1 0.0 0.0 -0.12
H -6.526 5.360 -3.154 0.0 0.0 0.0 0.10

Entry 2:
86
Properties=species:S:1:pos:R:3:forces:R:3:mulliken_charge:R:1 method="wB97M-V/def2-TZVPD" e_lumo_ev=-5.7 fmax_ha_per_bohr=0.0929 total_charge=+1 e_above_lowest_ev=1.333 homo_ev=-9.127 homo_lumo_gap_ev=3.410
Lu -1.888 1.303 4.121 -0.8 0.0 -2.8 1.69
C 4.821 -4.728 -2.594 -0.1 1.1 1.7 -1.20
As 3.315 -3.459 -2.131 0.8 1.0 -0.8 0.31
C 4.422 -2.062 -1.109 0.3 -1.1 -0.8 -1.15
C 3.393 -2.667 -4.018 1.3 -0.2 0.0 -1.68
C 2.510 -1.534 -4.527 -2.5 0.2 -0.2 2.45
C 2.586 -0.214 -3.723 0.5 0.1 -1.1 -1.71
C 0.996 -2.096 -4.426 0.7 0.0 -0.4 -1.70
As 0.202 -2.394 -2.624 0.0 0.2 0.8 0.55
C -0.292 -4.294 -2.437 3.1 -0.4 0.6 -1.27
C -1.676 -1.962 -3.013 0.1 3.0 0.8 -1.17
C 2.692 -1.250 -6.082 -0.3 -0.5 -0.5 -1.89
As 4.486 -0.858 -7.067 0.2 0.8 1.5 0.29
C 4.906 1.038 -6.340 0.2 -1.1 0.5 -1.14
C 3.667 -0.248 -8.735 -0.5 -2.5 0.3 -1.08
H 5.693 -4.087 -2.745 0.1 -0.4 -0.1 0.32
H 4.595 -5.317 -3.440 -0.3 -0.4 -1.2 0.39
H 4.992 -5.441 -1.775 0.0 0.4 0.0 0.40
H 4.787 -2.746 -0.344 0.3 0.3 0.4 0.48
H 3.821 -1.289 -0.636 -0.1 -0.1 -0.2 0.24
H 5.313 -1.640 -1.642 -0.9 -0.4 0.2 0.30
H 3.223 -3.557 -4.647 0.0 0.2 0.1 0.45
H 4.477 -2.427 -4.163 -0.7 0.0 0.1 0.59
H 2.087 -0.272 -2.750 0.4 0.0 -0.1 0.25
H 2.204 0.672 -4.292 -0.1 -0.9 0.3 0.30
H 3.650 -0.022 -3.660 0.3 0.3 0.7 0.42
H 1.005 -3.034 -4.997 -0.4 0.2 0.0 0.39
H 0.288 -1.385 -4.879 0.3 -0.2 -0.1 0.66
H 0.674 -4.915 -2.334 -1.6 0.7 -0.9 0.34
H -1.020 -4.593 -3.156 -0.2 -0.6 -0.6 0.38
H -0.657 -4.378 -1.430 -0.7 0.2 0.5 0.41
H -2.319 -2.654 -2.524 -0.5 -0.9 -0.1 0.44
H -1.767 -1.862 -4.088 -0.6 -0.3 -0.1 0.37
H -2.001 -0.962 -2.526 0.8 -1.3 -1.0 0.22
H 2.074 -0.362 -6.393 0.2 -0.9 0.5 0.56
H 2.269 -2.187 -6.601 0.7 1.4 0.4 0.46
H 4.007 1.471 -5.940 -0.6 0.2 0.1 0.31
H 5.239 1.684 -7.153 0.3 -0.2 0.0 0.42
H 5.622 1.022 -5.485 -0.3 -0.1 -0.9 0.31
H 2.755 -0.891 -8.773 0.5 0.7 -0.5 0.30
H 4.310 -0.444 -9.581 0.1 -0.3 -0.1 0.37
H 3.436 0.761 -8.751 -0.7 2.0 0.2 0.37
N -2.634 -1.206 4.963 0.5 -0.3 -1.0 -0.57
N -2.946 -1.205 6.319 1.1 0.6 0.1 -0.04
C -2.647 -0.112 7.010 -2.9 0.4 2.4 0.68
N -3.155 0.043 8.289 1.9 -1.5 -0.1 -0.42
N -2.187 0.902 6.295 0.7 1.4 0.5 -0.03
N -1.678 2.086 6.770 4.4 1.9 -0.3 0.53
O -1.470 2.498 7.909 -1.8 -1.7 -2.7 -0.48
O -1.045 2.725 5.718 -2.8 -1.9 3.1 -0.67
H -3.359 -1.773 4.542 -0.2 0.3 -0.6 0.28
H -1.779 -1.750 4.811 0.1 0.2 0.0 0.28
H -3.633 -1.871 6.567 -0.6 -0.5 1.2 0.27
H -2.943 -0.732 8.975 -0.6 1.1 -1.1 0.31
H -2.903 0.946 8.667 -0.1 0.1 0.3 0.25
O 1.039 -0.303 1.701 -0.7 0.0 0.5 -0.57
C 0.170 0.358 2.216 0.3 -1.1 0.5 0.34
O -0.580 0.001 3.295 1.4 0.2 -1.4 -0.70
C -0.030 1.747 1.697 -2.5 0.8 0.3 0.33
C 0.304 2.121 0.383 0.5 0.1 1.2 -0.74
C 0.289 3.468 0.146 0.6 0.6 -2.5 -0.57
C 0.051 4.421 1.170 -0.7 -0.5 -0.6 0.78
C 0.226 5.806 1.014 0.0 1.4 1.5 -0.65
C 0.090 6.674 2.111 -0.4 -3.4 -1.2 -0.75
C -0.431 6.142 3.322 0.1 -0.4 -1.0 -0.62
C -0.761 4.815 3.464 -0.3 -0.5 -0.6 -0.64
C -0.502 3.921 2.358 -0.3 0.8 1.3 0.81
N -0.715 2.588 2.518 2.1 -1.1 0.4 -0.16
H 0.628 1.340 -0.296 0.0 0.3 -0.1 0.68
H 0.526 3.811 -0.924 -0.3 -0.3 1.8 0.32
H 0.447 6.213 0.047 0.5 0.0 -0.3 0.41
H 0.380 7.669 2.000 0.1 1.5 0.0 0.47
H -0.636 6.846 4.076 -0.1 0.5 1.2 0.46
H -1.207 4.405 4.399 0.5 0.6 -1.0 0.23
F -7.260 -0.867 6.119 0.6 0.4 -1.6 -0.31
C -6.570 -0.402 5.015 -0.7 1.4 2.5 0.23
C -5.718 0.711 5.254 -0.5 -1.4 0.5 0.22
F -5.578 1.182 6.529 0.0 -0.2 -1.4 -0.39
C -4.993 1.144 4.168 0.7 1.0 2.0 0.26
F -4.052 2.188 4.406 -0.8 -0.7 0.3 -0.42
C -4.926 0.496 2.966 -1.1 -0.2 -0.6 0.15
S -3.652 0.891 1.938 1.6 0.1 -0.9 -0.41
C -5.975 -0.398 2.728 -0.8 -1.0 -0.8 0.28
F -6.207 -1.023 1.554 0.7 0.8 0.3 -0.31
C -6.862 -0.774 3.720 -1.2 -0.5 0.5 0.39
F -8.015 -1.462 3.481 1.8 0.4 0.1 -0.26